w:
A cluster of 2 separate species, C2H2OS2 in total. Source: the OMol25 dataset; level of theory: ωB97M-V/def2-TZVPD.

```
! RIJCOSX wB97M-V def2-TZVPD def2/J DEFGRID3
* xyz 0 1
C 3.19454 1.18922 -0.11955
C 3.40778 -0.05341 0.07938
O 2.97859 2.35167 -0.18357
S 3.76597 -1.62784 0.11134
S -0.04576 -0.56894 -0.46725
H 1.14460 -0.14569 -1.11124
H 0.65937 -0.43364 0.76839
*
```

## Properties
Frontier orbital gap (spin up / spin down) ... 6.5 / 6.5 eV
HOMO level (spin up / spin down) ... -9.0 / -9.0 eV
LUMO energy (spin up / spin down) ... -0.0904 / -0.0908 hartree
M ... 106.2 g mol⁻¹

These are the Mulliken partial charges, in e, on atoms 1 to 2:
1. C 1.13
2. C -0.58

x:
A cluster of 2 separate species, C2H2OS2 in total. Source: the OMol25 dataset; level of theory: ωB97M-V/def2-TZVPD.

```
! RIJCOSX wB97M-V def2-TZVPD def2/J DEFGRID3
* xyz 0 1
C -1.22146 0.66115 -0.32999
C -1.57993 -0.21205 0.42317
O 2.36515 -0.31695 0.14239
S 1.94195 1.15633 -0.13372
S 1.47085 -1.67482 0.07573
H -0.96098 1.19559 -1.27524
H -2.01558 -0.80924 1.09766
*
```

## Properties
Frontier orbital gap (spin up / spin down) ... 6.2 / 6.3 eV
HOMO level (spin up / spin down) ... -9.0 / -9.1 eV
LUMO energy (spin up / spin down) ... -0.1025 / -0.1011 hartree
M ... 106.2 g mol⁻¹

These are the Mulliken partial charges, in e, on atoms 1 to 2:
1. C -0.37
2. C -0.42

Relative energies, unit kJ/mol: w 0.0; x 336.9

w:
An isolated molecule of C2H2OS2. Source: the OMol25 dataset; level of theory: ωB97M-V/def2-TZVPD.

```
! RIJCOSX wB97M-V def2-TZVPD def2/J DEFGRID3
* xyz 0 1
C 0.81540 0.38863 -0.06737
C -0.83969 0.62361 0.41291
H 0.02306 -2.22010 -0.53072
H -0.87655 1.87365 0.83207
O 1.65905 1.20318 -0.42171
S 1.21757 -1.41358 0.03044
S -1.99885 -0.45540 -0.25562
*
```

## Properties
Frontier orbital gap ... 7.7 eV
HOMO level ... -9.5 eV
LUMO energy ... -0.0674 hartree
M ... 106.2 g mol⁻¹

These are the Mulliken partial charges, in e, on atoms 1 to 2:
1. C 0.48
2. C -0.16

x:
An isolated molecule of C2H2OS2. Source: the OMol25 dataset; level of theory: ωB97M-V/def2-TZVPD.

```
! RIJCOSX wB97M-V def2-TZVPD def2/J DEFGRID3
* xyz 0 1
C 0.10324 -0.37932 -0.44797
C 0.14264 0.18732 0.85310
H -1.20252 0.72603 -0.65195
H 0.96597 -0.17504 1.38525
O -0.75756 0.20902 -1.22817
S 1.21760 -1.36351 -0.97976
S -0.91624 1.29657 1.39609
*
```

## Properties
Frontier orbital gap ... 7.3 eV
HOMO level ... -9.4 eV
LUMO energy ... -0.0789 hartree
M ... 106.2 g mol⁻¹

These are the Mulliken partial charges, in e, on atoms 1 to 2:
1. C 0.50
2. C -0.17

y:
An isolated molecule of C2H2OS2. Source: the OMol25 dataset; level of theory: ωB97M-V/def2-TZVPD.

```
! RIJCOSX wB97M-V def2-TZVPD def2/J DEFGRID3
* xyz 0 1
C -0.07943 0.06371 0.27303
C 0.48618 -0.97000 -0.73351
H -1.23837 2.01893 1.13711
H 0.99401 -0.29023 -1.70735
O 0.05156 0.03472 1.48335
S -0.91463 1.66223 -0.22007
S 0.70068 -2.51936 -0.23255
*
```

## Properties
Frontier orbital gap ... 7.8 eV
HOMO level ... -9.6 eV
LUMO energy ... -0.0647 hartree
M ... 106.2 g mol⁻¹

These are the Mulliken partial charges, in e, on atoms 1 to 2:
1. C 0.61
2. C -0.22

z:
An isolated molecule of C2H2OS2. Source: the OMol25 dataset; level of theory: ωB97M-V/def2-TZVPD.

```
! RIJCOSX wB97M-V def2-TZVPD def2/J DEFGRID3
* xyz 0 1
C 0.67240 0.14889 -0.00514
C -0.49938 -0.74713 -0.00998
H -0.52524 1.59783 -0.02108
H -0.21065 -1.80907 0.05745
O 0.41377 1.47224 0.00016
S 2.18138 -0.43158 -0.01111
S -2.03228 -0.23117 -0.01031
*
```

## Properties
Frontier orbital gap ... 7.3 eV
HOMO level ... -9.4 eV
LUMO energy ... -0.0758 hartree
M ... 106.2 g mol⁻¹

These are the Mulliken partial charges, in e, on atoms 1 to 2:
1. C 0.48
2. C -0.17

Relative energies, unit kJ/mol: w 240.9; x 52.6; y 124.4; z 0.0

w:
An isolated molecule of C26H34N4O4. Source: the OMol25 dataset; level of theory: ωB97M-V/def2-TZVPD.

```
! RIJCOSX wB97M-V def2-TZVPD def2/J DEFGRID3
* xyz 0 1
C 6.00203 -1.81437 1.46312
H 6.29096 -2.84446 1.65823
C 5.79993 -1.06811 2.77612
H 4.97099 -1.51499 3.32605
C 5.51620 0.42303 2.58969
C 4.16235 0.70707 1.94374
O 3.15786 0.13920 2.76642
C 1.86739 0.23366 2.38704
C 1.40047 0.95670 1.29137
C 0.04445 0.98580 1.00585
C -0.85574 0.28233 1.79141
C -0.39436 -0.42725 2.89702
C 0.94937 -0.45053 3.19132
H 1.32221 -0.99306 4.04532
H -1.09921 -0.96150 3.51665
N -2.24813 0.29404 1.49755
C -2.88494 -0.70374 0.84705
O -4.08808 -0.67377 0.64002
C -1.99712 -1.80836 0.30614
C -1.56604 -1.39719 -1.11531
C -0.31237 -2.14869 -1.53021
O -0.33970 -3.21065 -2.10544
N 0.83384 -1.49538 -1.16896
C 2.14592 -1.80505 -1.50673
N 3.00655 -0.82980 -1.22469
C 4.27753 -1.00246 -1.54839
C 4.76392 -2.15055 -2.14850
C 3.86440 -3.17231 -2.42060
C 2.53018 -3.00731 -2.10089
H 1.79735 -3.76787 -2.30690
H 4.19951 -4.08938 -2.88194
H 5.80998 -2.24358 -2.39173
H 4.93156 -0.17060 -1.31830
H 0.75617 -0.60519 -0.68808
H -2.36352 -1.64236 -1.81728
H -1.38203 -0.32189 -1.15500
H -1.12370 -1.95543 0.94046
H -2.56779 -2.73538 0.26135
C -2.99265 1.48130 1.89679
H -2.43732 1.99146 2.68419
C -3.14367 2.42094 0.68876
O -2.42503 3.38581 0.52034
N -4.11466 2.03240 -0.14956
H -4.58530 1.15191 0.03298
C -4.37537 2.66986 -1.42121
C -5.86983 3.00833 -1.57078
C -6.43194 1.90394 -2.46201
H -6.60003 0.99729 -1.87905
H -7.36827 2.18801 -2.93936
C -5.30346 1.67607 -3.46255
H -5.28648 2.48932 -4.18972
H -5.39977 0.73484 -4.00116
C -4.04567 1.71844 -2.59366
H -3.16901 2.04527 -3.15028
H -3.84173 0.72409 -2.19238
H -5.97931 3.97414 -2.06443
H -6.36073 3.06258 -0.60045
H -3.75570 3.56979 -1.43696
H -3.97623 1.17409 2.26158
H -0.31779 1.58361 0.18213
H 2.07981 1.50085 0.65623
H 4.10338 0.27256 0.93971
H 4.01669 1.79343 1.86747
H 5.53330 0.90736 3.56780
H 6.29236 0.87626 1.97022
H 6.70059 -1.17034 3.38538
H 6.78682 -1.34560 0.87259
H 5.08859 -1.82865 0.87437
*
```

## Properties
Frontier orbital gap ... 9.5 eV
HOMO level ... -8.8 eV
LUMO energy ... 0.0260 hartree
M ... 466.6 g mol⁻¹

These are the Mulliken partial charges, in e, on atoms 1 to 2:
1. C -0.92
2. H 0.39

x:
An isolated molecule of C26H34N4O4. Source: the OMol25 dataset; level of theory: ωB97M-V/def2-TZVPD.

```
! RIJCOSX wB97M-V def2-TZVPD def2/J DEFGRID3
* xyz 0 1
C -5.47167 -4.04444 -0.13266
H -5.55096 -4.68568 0.74274
C -5.98460 -2.64514 0.18150
H -5.90858 -2.01771 -0.70872
C -5.19277 -1.99406 1.31345
C -5.66746 -0.56405 1.58200
O -5.49657 0.28861 0.46738
C -4.26016 0.75066 0.14933
C -3.10195 0.56176 0.89874
C -1.90234 1.10370 0.47400
C -1.83958 1.83369 -0.70229
C -2.99329 2.03421 -1.45209
C -4.18911 1.49447 -1.03220
H -5.09486 1.63992 -1.59928
H -2.94585 2.61156 -2.36341
N -0.60599 2.41553 -1.10994
C 0.23568 1.85692 -1.99688
O 1.34688 2.32433 -2.21721
C -0.26577 0.63072 -2.74110
C 0.89788 -0.33777 -2.93403
C 1.32936 -0.90142 -1.59067
O 0.73122 -0.69290 -0.55895
N 2.45571 -1.66702 -1.67932
C 3.13562 -2.34463 -0.67185
N 4.29846 -2.84552 -1.07741
C 5.03726 -3.50801 -0.20519
C 4.66092 -3.70836 1.11203
C 3.44003 -3.19388 1.52600
C 2.65171 -2.50119 0.62651
H 1.69882 -2.08860 0.90797
H 3.10250 -3.33301 2.54235
H 5.29873 -4.25145 1.79074
H 5.97303 -3.89059 -0.59064
H 2.93567 -1.72002 -2.56892
H 0.61375 -1.16237 -3.59106
H 1.73898 0.19672 -3.38151
H -1.06853 0.15028 -2.18409
H -0.64710 0.95416 -3.71200
C -0.21362 3.62589 -0.40276
H -1.11732 4.15474 -0.09560
C 0.63411 3.32811 0.84606
O 0.23087 3.53512 1.97275
N 1.84309 2.84173 0.53854
H 2.06058 2.67421 -0.43830
C 2.82556 2.44482 1.52213
C 4.19518 3.03564 1.16271
C 4.82624 1.96722 0.27560
H 4.37224 1.98867 -0.71638
H 5.90247 2.09208 0.16524
C 4.45649 0.67271 0.99584
H 5.13879 0.51403 1.83285
H 4.51784 -0.19770 0.34435
C 3.03264 0.91352 1.51583
H 2.89659 0.49284 2.51072
H 2.29253 0.45685 0.85962
H 4.78891 3.16571 2.06814
H 4.09800 4.00110 0.66876
H 2.45247 2.80736 2.48303
H 0.37075 4.24635 -1.08878
H -1.00574 0.95257 1.05353
H -3.11649 0.00178 1.81968
H -5.17212 -0.14823 2.46774
H -6.74694 -0.56163 1.75884
H -5.30816 -2.57380 2.23137
H -4.13362 -1.98387 1.04836
H -7.03888 -2.69672 0.46250
H -4.42788 -4.00974 -0.43752
H -6.04963 -4.49078 -0.93820
*
```

## Properties
Frontier orbital gap ... 9.2 eV
HOMO level ... -8.6 eV
LUMO energy ... 0.0227 hartree
M ... 466.6 g mol⁻¹

These are the Mulliken partial charges, in e, on atoms 1 to 2:
1. C -1.27
2. H 0.32

Relative energies, unit kJ/mol: w 14.3; x 0.0

w:
A cluster of 2 separate species, C2H7NO2Si in total. Source: the OMol25 dataset; level of theory: ωB97M-V/def2-TZVPD.

```
! RIJCOSX wB97M-V def2-TZVPD def2/J DEFGRID3
* xyz 0 1
C 0.83938 1.15298 -0.54710
C -0.19894 0.15770 -0.13658
N -1.14253 0.76925 0.82740
O -0.98863 1.97321 0.95199
O -1.87496 0.07425 1.52576
Si 0.17753 -1.68654 0.17058
H 0.55708 1.77644 -1.39362
H 1.77379 0.67068 -0.91625
H 1.03404 1.59872 0.42049
H -1.30283 -0.19083 -1.57919
H 1.59229 -1.67843 0.90127
H -1.00559 -2.46643 0.94797
H 0.53938 -2.15099 -1.17271
*
```

## Properties
Frontier orbital gap ... 9.2 eV
HOMO level ... -10.4 eV
LUMO energy ... -0.0459 hartree
M ... 105.2 g mol⁻¹

These are the Mulliken partial charges, in e, on atoms 1 to 2:
1. C -1.02
2. C -0.11

x:
A cluster of 2 separate species, C2H7NO2Si in total. Source: the OMol25 dataset; level of theory: ωB97M-V/def2-TZVPD.

```
! RIJCOSX wB97M-V def2-TZVPD def2/J DEFGRID3
* xyz 0 1
C -0.48362 1.60702 0.40376
C 1.89209 -0.45055 -0.26494
N -1.70510 -1.39779 -0.74025
O -1.39515 -2.52702 -1.20137
O -2.79764 -0.86853 -0.61166
Si 0.17009 -0.23199 0.45081
H -0.16250 2.23804 -0.49676
H -1.53646 1.64162 0.48396
H -0.16451 2.18054 1.29362
H 2.25982 0.27382 -0.94846
H 2.39859 -0.36818 0.67890
H 2.10153 -1.49819 -0.65260
H -0.57714 -0.59880 1.60498
*
```

## Properties
Frontier orbital gap (spin up / spin down) ... 8.7 / 8.7 eV
HOMO level (spin up / spin down) ... -8.6 / -8.6 eV
LUMO energy (spin up / spin down) ... 0.0026 / 0.0026 hartree
M ... 105.2 g mol⁻¹

These are the Mulliken partial charges, in e, on atoms 1 to 2:
1. C -1.01
2. C -0.85

Relative energies, unit kJ/mol: w 252.9; x 0.0

w:
An isolated molecule of C2H7NO2Si. Source: the OMol25 dataset; level of theory: ωB97M-V/def2-TZVPD.

```
! RIJCOSX wB97M-V def2-TZVPD def2/J DEFGRID3
* xyz 0 1
C -1.18163 -0.84437 -1.47776
C 0.04080 -0.22700 -0.70984
N 1.13851 -0.91876 -0.60928
O 2.01728 -0.43151 0.40682
O 1.46040 -1.92182 -1.17867
Si 1.31142 0.19045 1.72433
H -1.14975 -0.56358 -2.48689
H -2.11287 -0.32117 -1.22548
H -1.27480 -1.91756 -1.29535
H 0.00881 0.67657 -0.14190
H 2.31080 -0.18324 2.74401
H 0.84489 1.59783 1.90129
H 0.27206 -0.67833 2.33510
*
```

## Properties
Frontier orbital gap ... 10.0 eV
HOMO level ... -9.3 eV
LUMO energy ... 0.0260 hartree
M ... 105.2 g mol⁻¹

These are the Mulliken partial charges, in e, on atoms 1 to 2:
1. C -1.01
2. C -0.29

x:
A cluster of 2 separate species, C2H7NO2Si in total. Source: the OMol25 dataset; level of theory: ωB97M-V/def2-TZVPD.

```
! RIJCOSX wB97M-V def2-TZVPD def2/J DEFGRID3
* xyz 0 1
C -0.33069 1.33412 0.88082
C -0.73605 0.01396 0.66386
N 2.48593 -1.08983 0.05369
O 2.10321 0.32076 -0.11372
O 1.83789 -1.82160 -0.55610
Si -1.55601 -0.62240 -0.93568
H 2.51874 0.88690 0.44668
H 0.09459 1.69613 1.84471
H -0.53073 2.15217 0.21518
H -0.73208 -0.59894 1.55890
H -2.96066 -0.08326 -0.86161
H -1.16958 -0.24320 -2.28139
H -1.02456 -1.94480 -0.91535
*
```

## Properties
Frontier orbital gap ... 9.5 eV
HOMO level ... -9.4 eV
LUMO energy ... 0.0068 hartree
M ... 105.2 g mol⁻¹

These are the Mulliken partial charges, in e, on atoms 1 to 2:
1. C -0.75
2. C -0.25

Relative energies, unit kJ/mol: w 0.0; x 137.3

w:
A cluster of 2 separate species, C2H8S2 in total. Source: the OMol25 dataset; level of theory: ωB97M-V/def2-TZVPD.

```
! RIJCOSX wB97M-V def2-TZVPD def2/J DEFGRID3
* xyz 0 1
S -0.84197 2.92074 -3.97338
S 0.18246 1.67478 -2.51413
H -2.17729 2.59527 -3.74690
H -0.70141 2.31028 -1.52916
C -0.19170 -1.45653 1.81049
C 1.06218 -0.82965 1.13640
H -0.51481 -0.99286 2.83889
H -1.01692 -1.46986 0.90755
H 0.10421 -2.54852 2.11310
H 1.73876 -0.86324 1.92515
H 1.01999 0.12981 0.79374
H 1.33650 -1.47022 0.23824
*
```

## Properties
Frontier orbital gap ... 9.1 eV
HOMO level ... -9.2 eV
LUMO energy ... -0.0031 hartree
M ... 96.2 g mol⁻¹

These are the Mulliken partial charges, in e, on atoms 1 to 2:
1. S -0.22
2. S -0.14

x:
A cluster of 2 separate species, C2H8S2 in total. Source: the OMol25 dataset; level of theory: ωB97M-V/def2-TZVPD.

```
! RIJCOSX wB97M-V def2-TZVPD def2/J DEFGRID3
* xyz 0 1
C -2.38278 5.47546 -1.87313
H -2.68253 6.02076 -2.76559
H -2.51644 6.09511 -0.99378
H -1.34398 5.18649 -2.01569
H -3.01279 4.58874 -1.85773
C 2.45182 -4.02080 0.65003
S 2.04043 -3.30146 2.27062
S 0.32774 -4.32601 2.74972
H 1.65132 -3.90297 -0.07396
H 2.71658 -5.05398 0.79871
H 3.29804 -3.45416 0.35105
H -0.54740 -3.30716 2.75975
*
```

## Properties
Frontier orbital gap ... 9.5 eV
HOMO level ... -8.8 eV
LUMO energy ... 0.0235 hartree
M ... 96.2 g mol⁻¹

These are the Mulliken partial charges, in e, on atoms 1 to 2:
1. C -0.90
2. H 0.23

Relative energies, unit kJ/mol: w 136.0; x 0.0